{
  "formula": "C42H104N8O2",
  "method": "the ωB97M-V functional and the def2-TZVPD basis",
  "symbols": ["O", "O", "N", "N", "N", "N", "N", "N", "N", "N", "C", "C", "C", "C", "C", "C", "C", "C", "C", "C", "C", "C", "C", "C", "C", "C", "C", "C", "C", "C", "C", "C", "C", "C", "C", "C", "C", "C", "C", "C", "C", "C", "C", "C", "C", "C", "C", "C", "C", "C", "C", "C", "H", "H", "H", "H", "H", "H", "H", "H", "H", "H", "H", "H", "H", "H", "H", "H", "H", "H", "H", "H", "H", "H", "H", "H", "H", "H", "H", "H", "H", "H", "H", "H", "H", "H", "H", "H", "H", "H", "H", "H", "H", "H", "H", "H", "H", "H", "H", "H", "H", "H", "H", "H", "H", "H", "H", "H", "H", "H", "H", "H", "H", "H", "H", "H", "H", "H", "H", "H", "H", "H", "H", "H", "H", "H", "H", "H", "H", "H", "H", "H", "H", "H", "H", "H", "H", "H", "H", "H", "H", "H", "H", "H", "H", "H", "H", "H", "H", "H", "H", "H", "H", "H", "H", "H"],
  "xyz": [[-1.675, -4.289, 0.476], [-0.915, 0.233, -1.774], [4.660, 4.281, 3.043], [-3.694, 3.436, -3.420], [-2.318, -2.667, -4.805], [0.465, 1.121, -0.274], [-1.451, -2.649, 4.640], [-3.570, -5.545, 0.623], [4.949, -1.860, -2.274], [-0.204, 2.277, 2.630], [2.473, -1.937, -1.801], [-5.049, 3.881, -3.597], [5.377, 3.959, 1.792], [0.163, -2.696, -5.106], [5.135, -0.373, -2.337], [-0.983, -0.701, 0.391], [-5.163, 4.967, -4.590], [-3.641, 2.893, -2.108], [5.234, 6.707, 3.018], [0.635, -3.330, 3.573], [-1.802, -6.347, -0.720], [-4.300, -4.532, 1.314], [-3.249, 2.476, -4.519], [4.456, 3.124, 0.909], [-4.506, 1.690, -1.695], [-2.353, -5.236, 0.205], [0.745, 4.138, 4.072], [1.077, 2.124, -1.181], [-1.180, -3.514, 5.865], [-2.757, -3.103, -6.172], [5.545, 2.631, 4.764], [-1.089, -1.910, -4.829], [-2.909, -2.510, 4.510], [0.701, 3.396, 2.745], [1.056, 0.630, 3.673], [-0.849, -3.101, 3.384], [4.822, -2.375, -3.670], [-3.436, -2.051, -4.067], [-1.566, 2.678, 2.304], [3.901, -2.261, -1.395], [-1.742, 2.078, -4.448], [-1.566, 3.524, 0.991], [-3.855, -4.243, -6.044], [-0.220, 1.392, 3.763], [-3.435, -1.534, 3.398], [4.365, 3.175, 3.973], [-1.401, -2.707, 7.201], [5.425, 0.355, -1.017], [5.388, 5.369, 3.745], [-3.289, -2.324, -2.575], [-0.499, 0.269, -0.672], [5.041, -3.913, -3.698], [-5.371, -4.735, 1.344], [-2.636, -6.799, -1.258], [6.311, 3.447, 2.023], [-1.115, -3.458, 7.938], [-3.165, -1.956, 5.414], [-1.491, 1.554, -5.371], [-0.811, 3.250, 0.254], [-2.978, -0.549, 3.305], [0.120, -3.292, -6.017], [-5.557, 1.974, -1.744], [-4.242, 1.299, -0.712], [-0.661, -1.917, 7.327], [-2.750, -1.470, -2.166], [6.418, 2.489, 4.127], [-1.361, -3.941, 2.916], [4.930, 5.550, 4.717], [-3.874, 3.637, -1.347], [-1.013, 0.646, 3.716], [5.661, -1.882, -4.160], [-4.829, -3.806, -5.825], [2.490, -0.918, -2.189], [3.526, 3.551, 4.558], [5.219, 7.518, 3.746], [-0.130, -3.806, 5.868], [-6.136, 5.430, -4.755], [-4.026, -4.589, 2.368], [5.996, -0.250, -0.313], [1.440, 0.243, 2.729], [-1.205, -7.039, -0.126], [0.447, 2.412, -2.022], [-1.771, -4.430, 5.882], [-3.950, -4.775, -6.991], [-1.308, -1.083, -5.505], [4.148, -4.443, -3.364], [-2.828, -3.286, -2.353], [-3.840, 1.569, -4.652], [-2.575, 2.755, -1.929], [6.458, 5.280, 3.928], [-4.230, -2.304, -2.025], [-1.078, -5.894, -1.397], [-1.581, 1.503, -3.536], [4.632, 2.109, 1.266], [1.114, 3.655, 4.976], [1.152, -3.497, 2.628], [-1.050, -1.319, -3.915], [5.169, 1.759, 5.300], [0.367, -3.432, -4.329], [-5.234, 4.345, -2.627], [-2.208, 1.834, 2.051], [6.055, -0.188, -2.891], [-2.573, 3.403, 0.591], [0.521, 1.389, 0.698], [-2.457, -2.489, 7.363], [6.169, 6.829, 2.472], [4.499, 0.620, -0.507], [3.909, -2.038, -4.159], [-3.415, -1.003, -4.366], [4.199, -3.230, -0.995], [5.686, 4.826, 1.208], [-1.856, -3.437, -6.686], [1.159, -0.190, 4.383], [-0.382, -1.610, 0.367], [1.999, 1.684, -1.562], [1.963, -2.659, -2.438], [-3.667, -5.032, -5.316], [-2.055, 3.078, 3.192], [5.942, 3.366, 5.463], [3.380, 3.293, 0.911], [-5.764, 3.105, -3.870], [-0.843, -2.246, 2.708], [-1.476, 4.610, 1.017], [-0.281, 4.440, 4.286], [-4.150, -3.526, 0.921], [1.128, -2.551, 4.155], [0.787, -4.318, 4.008], [5.993, 1.264, -1.214], [-1.983, -1.076, 0.173], [-4.494, -1.285, 3.325], [1.052, -2.066, -5.073], [5.847, -4.223, -3.032], [1.854, 1.341, 3.887], [-1.207, 3.024, -4.372], [-1.081, -0.416, 1.439], [-4.335, 0.755, -2.229], [-0.472, 1.931, 4.677], [4.135, 2.350, 3.299], [4.353, 6.743, 2.377], [1.298, 5.076, 4.040], [4.061, -1.773, -0.433], [-3.160, -2.266, -6.743], [-4.424, -2.397, -4.372], [-4.890, 4.702, -5.612], [4.755, 3.083, -0.138], [-3.456, 2.867, -5.515], [-3.371, -3.497, 4.500], [-3.272, -1.994, 2.423], [1.643, 2.984, 2.382], [1.847, -1.768, -0.925], [4.324, 0.194, -2.793], [0.676, 4.160, 1.967], [5.297, -4.207, -4.715], [-3.897, -6.493, 0.738], [-4.530, 5.816, -4.336], [1.418, 3.008, -0.642]],
  "forces_ev_per_angstrom": [[0.3, 2.3, 0.6], [-1.1, -0.2, -3.6], [1.6, 1.8, 0.5], [-0.3, -1.3, -2.2], [-1.3, -2.0, -1.1], [1.1, 1.8, -0.2], [-0.3, -0.7, 0.7], [-1.5, 1.3, 0.3], [0.5, 1.8, -1.4], [-2.2, 0.4, -1.1], [-0.2, 0.1, 0.6], [-0.3, 0.8, -0.1], [-1.2, 0.0, 0.1], [0.4, -0.4, 0.4], [0.9, -0.4, 0.6], [-0.7, -0.8, 0.2], [0.1, 1.8, -1.8], [1.8, -1.1, 1.8], [0.9, -0.1, 0.0], [0.3, -1.6, -0.3], [0.3, 0.8, 0.3], [-0.8, -0.1, 1.5], [0.4, 0.2, 0.2], [0.9, -1.5, -0.2], [0.4, -0.6, -0.4], [1.4, -3.7, -1.9], [-0.4, 0.6, 0.4], [0.3, -1.0, 0.2], [0.1, 2.1, -0.5], [-0.2, -1.0, 2.0], [-0.1, 1.1, 0.5], [-1.3, 1.2, 0.4], [-0.1, 2.3, 0.5], [2.0, -0.1, -0.2], [2.3, 0.0, 1.6], [0.9, 1.0, 0.4], [1.3, -0.4, 1.5], [0.7, -0.5, -0.2], [0.5, 0.6, -1.4], [0.2, -0.1, 1.8], [-1.7, 1.0, 0.5], [-1.2, 0.6, 0.5], [0.7, 0.7, -0.8], [-0.2, -1.1, -0.9], [0.6, -1.0, -1.2], [1.0, 0.1, -1.8], [0.5, -2.0, -0.9], [-0.6, -0.6, 0.4], [-1.7, 0.8, 0.0], [-0.2, 1.2, 0.4], [0.4, -0.2, 3.6], [-0.5, 0.8, -0.1], [0.0, -0.2, -0.5], [0.3, -0.3, 0.0], [0.2, -0.5, -0.2], [-0.2, 0.0, 0.5], [-0.5, -0.6, 0.4], [0.2, -0.1, 0.3], [-0.2, -0.6, 0.2], [0.6, -0.1, 0.6], [0.1, 0.4, -0.2], [0.0, -0.3, 0.2], [-0.1, 0.8, 0.5], [-0.6, 0.4, -0.3], [0.6, -0.4, 0.4], [-0.2, -0.8, -0.2], [0.0, -0.1, -0.1], [-0.1, -0.6, 0.2], [-0.2, 0.6, -0.4], [-0.4, 0.2, -0.6], [0.0, -0.2, -0.4], [0.0, -0.1, 0.0], [-0.1, -0.1, -0.8], [0.0, -0.6, 0.2], [-0.2, 0.1, 0.0], [-0.1, 0.0, -0.2], [-0.5, -0.4, 0.6], [0.2, 0.6, 0.3], [0.2, -0.1, -0.1], [-1.2, -0.1, -0.5], [-0.3, -0.3, 0.1], [-0.2, -0.1, 0.2], [-0.3, -0.1, -0.1], [-0.1, 0.2, -0.3], [0.7, 0.4, -1.0], [-0.1, 0.0, -0.2], [0.2, 0.2, -0.2], [-0.4, -0.5, 1.1], [0.1, -0.8, 0.3], [0.3, -0.9, 0.0], [-0.3, -0.1, -0.3], [-0.2, 0.1, -0.2], [0.3, -0.3, -0.3], [-0.5, -0.4, -0.2], [0.0, -0.6, -0.3], [-0.1, 0.6, -0.3], [0.4, -0.5, 0.6], [0.6, -0.2, 0.0], [-0.4, 0.0, 0.3], [-0.9, -0.3, 0.0], [0.5, -0.6, 0.1], [-0.2, -0.3, -0.6], [0.1, -0.2, -0.5], [-0.2, -0.4, 0.4], [0.3, 0.5, 0.0], [-0.3, 0.4, -0.6], [0.0, 0.1, 0.1], [-0.3, -0.2, -0.1], [-0.2, 0.7, 0.6], [-1.0, -0.9, -0.8], [-0.3, 0.6, 0.6], [-0.2, -0.3, -0.1], [-0.2, 0.1, 0.2], [0.3, 0.0, 0.0], [0.0, 0.0, -0.4], [0.1, 0.3, -0.2], [0.4, 0.4, 0.3], [-0.3, 0.9, 0.0], [-0.3, 0.0, 0.5], [0.2, 0.6, 0.5], [-0.2, -0.4, 0.4], [-0.8, 0.0, -0.2], [0.2, 0.1, 0.8], [-0.2, 0.1, 0.2], [0.2, -0.2, -0.1], [-0.1, -0.1, 0.0], [0.2, 0.1, 0.7], [-0.1, 0.0, 0.0], [0.0, 0.2, -0.5], [-0.3, -0.5, 0.9], [-0.1, 0.2, -0.4], [0.1, 0.3, 0.0], [0.4, 0.0, 0.5], [0.4, -0.1, -0.1], [0.6, 0.7, -0.1], [-0.1, 0.2, -0.9], [0.7, 0.0, 0.5], [-1.0, -0.1, 0.3], [0.1, 0.0, 0.0], [0.2, 0.0, -0.5], [0.1, 0.8, 0.0], [-0.2, 0.3, -0.2], [0.4, -0.4, -0.5], [0.3, -0.4, 0.0], [0.2, 0.3, 0.0], [0.2, 1.1, 0.2], [-0.5, 0.0, -0.3], [0.2, -0.1, -0.2], [0.8, -0.1, 1.0], [0.0, -0.5, 0.2], [-0.3, -0.2, -0.5], [-1.3, -0.1, -0.2], [-0.1, -0.2, 0.0], [0.2, -0.1, -0.5], [0.3, -0.1, 0.2], [-0.4, 0.0, 0.3]],
  "spin_multiplicity": 2,
  "relative_energy_kcal_mol": 70.61,
  "mol_weight_da": 753.3,
  "s_squared": 0.750,
  "charge": -1
}